A structure of composition C7H4N2O4S, computed with ωB97M-V/def2-TZVPD.

Summary:
total charge	-2

The geometry in XYZ format:
```
18
C7H4N2O4S | the OMol25 dataset | ωB97M-V/def2-TZVPD
S -3.019 -1.020 -0.637
O 0.922 1.834 0.448
O -1.057 2.697 -0.972
O -2.859 0.917 1.565
O 1.585 -2.727 -0.323
N -0.532 -1.802 -0.525
N -0.800 0.509 -0.426
C -1.419 1.571 -0.976
C 0.875 -1.703 -0.300
C -3.605 0.018 1.413
C 1.342 -0.416 -0.023
C 2.768 -0.238 0.560
C -1.306 -0.786 -0.525
C 0.509 0.730 0.099
H 2.509 -0.159 1.644
H 3.171 -1.179 0.233
H -2.398 1.122 -1.502
H 3.312 0.632 0.247
```

---

A cluster of 8 separate species, C14H40B4F16N4O4 in total, computed with ωB97M-V/def2-TZVPD.

The geometry in XYZ format:
```
82
C14H40B4F16N4O4 | the OMol25 dataset | ωB97M-V/def2-TZVPD
F 2.443 -3.476 4.393
F -3.618 1.038 1.592
F -2.478 -3.115 -2.337
F 4.170 0.098 2.114
F -2.847 -0.292 3.288
F -1.671 -5.088 -1.378
F 4.302 2.377 1.627
F -3.900 -4.907 -2.179
F 0.528 -3.390 3.038
F -1.391 1.184 2.225
F 4.536 0.825 -0.060
F 1.392 -1.446 3.929
F 2.529 -2.555 2.243
F 6.210 1.028 1.558
F -2.133 -0.753 1.179
F -2.059 -5.035 -3.636
O 0.561 5.048 0.255
O -2.346 -5.364 2.339
O 4.446 1.550 -4.088
O 1.140 -1.075 -0.869
N -5.188 -4.844 2.204
N 0.656 -0.819 1.253
N -0.966 6.041 -1.613
N 2.451 0.466 -4.267
C 0.734 6.406 0.060
C -4.056 -4.128 1.529
C -1.030 -5.507 2.873
C 0.228 8.231 -1.640
C -4.541 -2.739 1.123
C 0.368 6.747 -1.334
C 2.311 1.073 -5.644
C 3.701 0.881 -3.536
C -2.873 -4.105 2.431
C 1.252 0.523 1.091
C 0.462 -1.447 -0.049
C -0.477 -2.566 -0.172
C 1.713 4.289 -0.035
C 3.855 0.216 -2.247
B 4.819 1.076 1.356
B -2.528 -4.539 -2.373
B -2.479 0.322 2.043
B 1.758 -2.727 3.438
H -0.538 8.697 -1.025
H 1.345 0.931 2.095
H 2.244 0.594 0.656
H -5.510 -4.311 3.025
H 1.694 3.289 0.403
H 1.190 8.700 -1.417
H -0.908 -6.566 3.070
H -5.458 -2.729 0.531
H -3.132 -3.862 3.476
H -1.672 6.197 -0.885
H 1.923 4.144 -1.110
H -1.316 6.267 -2.555
H 2.322 2.144 -5.473
H 1.741 6.743 0.303
H 2.431 -0.566 -4.325
H -5.983 -4.953 1.562
H -3.879 -4.637 0.587
H -3.743 -2.339 0.499
H 3.196 0.778 -6.185
H 1.651 0.740 -3.675
H 0.569 1.179 0.561
H -2.171 -3.318 2.140
H 3.878 -0.866 -2.438
H -1.463 -2.150 -0.364
H -0.215 -3.118 -1.072
H 0.086 8.403 -2.707
H 4.758 0.491 -1.720
H 0.018 6.861 0.752
H -0.238 -0.589 1.738
H 1.353 0.758 -6.029
H -0.754 5.032 -1.706
H -0.458 -3.295 0.635
H -0.954 -4.917 3.785
H -4.623 -2.060 1.980
H 2.970 0.372 -1.616
H 1.260 -1.518 1.753
H -4.959 -5.796 2.533
H 1.043 6.255 -2.036
H -0.306 -5.204 2.119
H 2.627 4.710 0.408
```

---

An isolated molecule of C3H6FI, computed with ωB97M-V/def2-TZVPD.

Summary:
SMILES	CC[C@H](F)I

The geometry in XYZ format:
```
11
C3H6FI | the OMol25 dataset | ωB97M-V/def2-TZVPD
I -3.752 -0.182 -0.023
F -1.852 1.898 0.307
C -1.820 0.698 -0.347
C -0.538 -0.301 0.486
C 0.850 0.021 -0.037
H 0.880 -0.245 -1.066
H -0.725 -1.322 0.288
H -1.548 0.596 -1.394
H 0.881 1.045 0.114
H 1.483 -0.603 0.521
H -0.777 -0.239 1.497
```

---

An isolated molecule of C6H10O, computed with ωB97M-V/def2-TZVPD.

Summary:
SMILES	C[C@H]1C=CC[C@H]1O

The geometry in XYZ format:
```
17
C6H10O | the OMol25 dataset | ωB97M-V/def2-TZVPD
O 0.820 -0.670 -1.584
C -0.495 -0.406 0.477
C -0.113 1.489 -0.953
C -0.344 -1.885 0.814
C 0.640 1.648 0.352
C 0.453 0.582 1.134
C -0.311 -0.036 -1.014
H 0.409 1.869 -1.837
H -1.158 -0.344 -1.634
H 1.588 -0.363 -1.080
H -0.230 -2.033 1.895
H 0.521 -2.320 0.303
H -1.236 -2.437 0.496
H -1.509 -0.084 0.768
H 0.847 0.453 2.140
H -1.087 1.999 -0.895
H 1.203 2.538 0.617
```

---

A structure of composition C39H34ClIrN3SSi2, computed with ωB97M-V/def2-TZVPD.

Summary:
multiplicity	6
total charge	+2
<S²>	8.801

The geometry in XYZ format:
```
81
C39H34ClIrN3SSi2 | the OMol25 dataset | ωB97M-V/def2-TZVPD
Ir 1.046 -1.475 0.163
Cl 0.049 1.453 2.852
S 4.658 -1.446 4.440
Si 0.529 0.749 1.007
Si -2.064 1.585 -1.362
N 2.703 -1.138 2.782
N 0.937 -3.085 1.427
N 1.483 -4.610 2.945
C 0.372 -4.323 1.023
C 2.582 2.748 -2.061
C -2.400 0.313 0.454
C 0.190 -7.080 0.519
C 3.516 -2.732 4.261
C -6.061 2.199 -2.009
C -1.810 -1.324 -1.773
C 3.183 -0.885 -0.314
C -0.999 4.038 -2.094
C 3.806 -2.067 0.195
C -0.247 -6.151 -0.444
C -3.841 2.171 -1.093
C 3.465 3.570 -1.354
C -5.629 3.215 0.148
C -3.060 -1.388 -1.165
C 3.210 -3.190 -0.381
C -0.174 -4.769 -0.198
C -4.279 2.828 0.058
C -3.348 -0.595 -0.066
C 2.586 -2.433 3.250
C 2.213 -2.761 -1.329
C -0.810 -0.511 -1.237
C -6.518 2.904 -0.886
C -4.713 1.861 -2.127
C 3.411 3.569 0.045
C 0.725 -6.649 1.742
C 1.614 1.920 0.027
C -0.453 5.014 0.459
C 1.668 1.938 -1.371
C 2.304 -1.301 -1.404
C -0.112 5.779 -0.665
C -1.286 3.250 -0.971
C 1.625 -3.303 2.603
C -1.055 0.396 -0.121
C -1.135 3.793 0.313
C 2.492 2.759 0.726
C -0.443 5.311 -1.940
C 0.747 -5.281 1.979
C 3.768 -0.516 3.243
H 2.022 -0.689 -2.253
H -2.581 0.833 1.405
H -0.641 -6.524 -1.399
H 0.113 -8.150 0.299
H -1.536 3.274 1.206
H 2.483 2.778 1.821
H 4.038 0.485 2.910
H -1.882 1.237 -2.769
H 3.500 -4.225 -0.222
H 0.379 6.748 -0.545
H 1.460 -0.348 1.614
H -0.276 5.929 -2.825
H -3.838 -2.007 -1.612
H -0.530 -4.035 -0.923
H -3.605 3.051 0.890
H -7.574 3.204 -0.817
H -4.338 1.344 -3.014
H 2.585 2.737 -3.155
H 4.113 4.199 0.598
H 0.981 1.316 -1.954
H 0.182 -0.526 -1.713
H -1.577 -1.936 -2.653
H 3.454 0.149 -0.104
H 4.681 -2.052 0.843
H -0.199 5.362 1.461
H 3.557 -3.652 4.826
H 1.122 -7.327 2.501
H 1.670 -3.382 -2.041
H 1.906 -5.054 3.752
H -4.359 -0.595 0.362
H -6.740 1.914 -2.812
H 4.193 4.179 -1.902
H -1.234 3.650 -3.091
H -5.976 3.766 1.020
```

---

An isolated molecule of C5H11N, computed with ωB97M-V/def2-TZVPD.

Summary:
SMILES	C/C=C/CNC

The geometry in XYZ format:
```
17
C5H11N | the OMol25 dataset | ωB97M-V/def2-TZVPD
N 1.651 0.678 0.202
C -1.510 -0.731 -0.763
C 0.408 -0.008 0.703
C -0.754 0.189 -0.174
C 2.911 0.287 0.872
C -2.898 -0.456 -1.224
H 3.331 -0.576 0.351
H -3.552 -1.261 -0.859
H 0.274 0.456 1.694
H 1.548 1.689 0.262
H -2.863 -0.383 -2.317
H -1.162 -1.713 -1.077
H 3.540 1.206 0.802
H -3.346 0.523 -0.967
H -1.095 1.209 -0.269
H 0.711 -1.065 0.857
H 2.805 -0.042 1.907
```

---

A structure of composition C16H22Cl7MnN2O, computed with ωB97M-V/def2-TZVPD.

Summary:
multiplicity	6
total charge	+1
<S²>	8.759

The geometry in XYZ format:
```
49
C16H22Cl7MnN2O | the OMol25 dataset | ωB97M-V/def2-TZVPD
Mn 0.156 -0.080 1.246
Cl 6.199 -0.428 1.488
Cl 0.493 -0.042 3.943
Cl -1.880 -4.204 -0.408
Cl 3.739 -0.436 -0.367
Cl 5.862 -0.206 4.567
Cl -1.274 -2.269 1.761
Cl 3.002 -0.008 5.812
O -0.965 1.376 0.920
N -0.232 -0.482 -3.608
N -0.071 -0.459 -1.106
C -1.619 -0.492 -3.031
C 4.479 -0.217 3.554
C -1.487 -0.458 -1.494
C 0.496 0.764 -3.185
C 0.570 0.754 -1.648
C -1.672 2.458 1.456
C 2.124 -0.136 3.246
C -1.907 3.493 0.364
C -2.494 -3.369 1.003
C 3.206 -0.126 4.116
C -2.979 1.978 2.073
C 3.483 -0.322 1.369
C 0.584 -1.668 -1.620
C 2.191 -0.226 1.863
C 0.533 -1.695 -3.160
C 4.624 -0.317 2.169
H -1.073 2.930 2.249
H 1.606 0.776 -1.314
H 0.012 -2.564 -3.558
H 1.518 -1.630 -3.620
H -3.537 2.795 2.533
H -2.488 3.057 -0.455
H -1.939 0.434 -1.062
H -2.778 1.229 2.841
H -0.956 3.850 -0.033
H 0.066 -2.534 -1.211
H 1.473 0.734 -3.665
H -2.737 -4.080 1.782
H -2.133 0.379 -3.434
H -0.301 -0.493 -4.624
H -0.069 1.607 -3.580
H -2.104 -1.394 -3.401
H 0.049 1.608 -1.214
H -1.967 -1.335 -1.064
H 1.612 -1.686 -1.269
H -2.460 4.359 0.733
H -3.616 1.521 1.310
H -3.338 -2.746 0.734
```

---

An isolated molecule of C4H8OSi, computed with ωB97M-V/def2-TZVPD.

Summary:
SMILES	O=C1CCC[SiH2]1

The geometry in XYZ format:
```
14
C4H8OSi | the OMol25 dataset | ωB97M-V/def2-TZVPD
Si -0.466 -1.607 0.016
O -3.048 0.215 -0.164
C -0.537 1.224 -0.191
C -1.364 0.051 -0.175
C 0.841 0.863 0.274
C 1.186 -0.559 -0.062
H -1.056 2.040 0.244
H 1.462 1.600 -0.180
H -0.550 1.646 -1.227
H 0.839 0.775 1.361
H 1.941 -0.973 0.545
H -0.196 -2.629 -0.998
H -0.620 -2.042 1.532
H 1.568 -0.604 -0.975
```

---

Max |F| across the listed records, respectively: 4.426, 8.534, 5.143, 0.354, 2.722, 2.926, 0.554, 9.370 eV Å⁻¹.
E_tot across the listed records, respectively: -1077.81620, -2775.38602, -515.40535, -309.83574, -3211.74658, -251.80142, -5179.73800, -521.74126 hartree.